The following is a quantum chemistry calculation of 2 unconnected molecules or ions with the total composition C5H12Si at a distorted geometry, from the Open Molecules 2025 dataset.

The geometry in XYZ format:
```
18
Properties=species:S:1:pos:R:3
C 0.910 1.734 1.621
C 1.300 0.693 0.627
C -2.345 0.538 -0.786
C -1.505 -0.106 -1.553
C 0.591 -0.429 0.533
Si 1.047 -2.090 -0.437
H 0.030 1.445 2.204
H 0.697 2.662 0.993
H 2.302 0.769 0.217
H -3.387 0.221 -0.865
H 1.603 1.867 2.391
H -1.876 1.104 -0.050
H -0.410 0.149 -1.385
H -1.824 -0.760 -2.434
H -0.346 -0.396 0.981
H 0.429 -3.269 0.258
H 2.495 -2.097 -0.622
H 0.290 -2.036 -1.693
```

Summary:
- SMILES: C/C=C/[SiH3].C=C
- ΔE to the lowest compared entry with this formula, charge and spin: 253.7 kJ/mol
- HOMO level: -9.44 eV
- Kohn-Sham gap: 10.55 eV
- LUMO energy: 0.041 hartree
- Net charge: 0

Mulliken population analysis, charges in e, atoms 1 to 8:
1. C -1.158
2. C 0.233
3. C -0.581
4. C -0.421
5. C -1.015
6. Si 0.518
7. H 0.298
8. H 0.233



The following is a quantum chemistry calculation of a single C16H14BrN3O5S molecule at a distorted geometry, from the Open Molecules 2025 dataset.

The geometry in XYZ format:
```
40
Properties=species:S:1:pos:R:3
O -4.338 2.347 0.984
O -1.158 6.946 1.690
O 1.003 6.607 1.912
Br -1.671 -5.692 2.678
N -2.269 -0.371 1.641
O -0.952 0.294 -0.011
O 1.478 -1.108 -0.078
S -1.828 4.144 0.693
C -3.947 1.356 1.587
C -1.202 -0.650 0.923
C 0.770 3.992 1.108
C 0.311 2.656 0.771
C -0.275 4.888 1.161
C -1.054 2.595 0.534
C 0.650 -4.415 1.352
C 1.356 -3.396 0.694
C -1.215 -3.007 1.664
C -0.657 -4.278 1.815
C 0.786 -2.148 0.532
C -0.532 -1.932 1.043
N -2.703 0.863 1.301
N -0.143 6.245 1.605
C -4.987 0.629 2.405
C -1.871 1.363 0.208
C 3.051 -0.160 -1.724
C 2.191 -1.369 -1.301
H 1.791 4.253 1.358
H 0.975 1.806 0.625
H 1.117 -5.388 1.485
H 2.365 -3.510 0.313
H -2.227 -2.853 2.000
H -5.902 1.258 2.488
H -5.242 -0.328 1.924
H -4.600 0.477 3.406
H -2.482 1.574 -0.674
H 3.618 -0.373 -2.626
H 3.744 0.078 -0.931
H 2.364 0.718 -1.918
H 1.431 -1.544 -2.067
H 2.784 -2.272 -1.259
```

Summary:
- SMILES: CCOc1ccc(Br)cc1C1=NN(C(C)=O)[C@@H](c2ccc([N+](=O)[O-])s2)O1
- ΔE to the lowest compared entry with this formula, charge and spin: 258.8 kJ/mol
- HOMO level: -8.58 eV
- Kohn-Sham gap: 7.77 eV
- LUMO energy: -0.030 hartree
- Net charge: 0

Mulliken population analysis, charges in e, atoms 1 to 8:
1. O -0.580
2. O -0.580
3. O -0.578
4. Br -0.185
5. N -0.956
6. O -0.253
7. O -0.297
8. S 0.014



The following is a quantum chemistry calculation of 2 unconnected molecules or ions with the total composition C4H9N at a distorted geometry, from the Open Molecules 2025 dataset.

The geometry in XYZ format:
```
14
Properties=species:S:1:pos:R:3
C -0.641 -3.550 -0.389
N -1.439 -3.455 -1.382
H 0.168 -4.301 -0.544
H -0.600 -2.974 0.538
H -1.923 -2.625 -1.367
C 1.474 2.508 0.825
C 0.534 1.380 0.086
C -0.776 1.440 -0.186
H 2.447 2.422 0.479
H 1.532 2.396 1.871
H 1.062 3.488 0.599
H 0.938 0.251 0.171
H -1.415 0.586 -0.401
H -1.361 2.436 -0.300
```

Summary:
- SMILES: C=CC.C=N
- ΔE to the lowest compared entry with this formula, charge and spin: 246.4 kJ/mol
- HOMO level: -9.93 eV
- Kohn-Sham gap: 10.89 eV
- LUMO energy: 0.035 hartree
- Net charge: 0

Mulliken population analysis, charges in e, atoms 1 to 8:
1. C -0.220
2. N -0.520
3. H 0.226
4. H 0.252
5. H 0.263
6. C -0.941
7. C 0.065
8. C -0.573



The following is a quantum chemistry calculation of a molecular structure, C29H70Cl8HfN3O20S3 at a distorted geometry, from the Open Molecules 2025 dataset.

The geometry in XYZ format:
```
134
Properties=species:S:1:pos:R:3
Hf -18.484 0.711 18.708
S -18.721 -2.079 19.923
O -19.914 -2.687 20.492
O -17.594 -3.008 19.952
O -18.905 -1.533 18.571
O -18.370 -0.743 20.514
S -17.491 3.529 18.032
O -17.505 4.227 16.743
O -18.833 3.003 18.441
O -16.931 2.141 17.964
O -16.869 4.324 19.075
S -21.381 1.104 19.491
O -20.092 1.370 20.171
O -22.116 0.061 20.220
O -22.234 2.263 19.253
O -20.764 0.609 18.231
C -19.035 -0.495 14.170
C -18.220 0.402 15.074
O -18.550 0.340 16.400
H -18.678 -0.431 13.132
H -20.062 -0.117 14.123
H -19.013 -1.528 14.514
H -18.351 1.469 14.804
H -17.147 0.161 14.914
Cl -21.792 1.295 12.197
C -21.785 -0.493 12.207
C -22.494 -1.019 10.986
Cl -24.270 -0.871 11.153
H -22.285 -0.912 13.082
H -20.771 -0.887 12.264
H -22.212 -2.071 10.902
H -22.170 -0.521 10.076
Cl -21.841 -2.859 14.894
C -21.831 -1.682 16.220
C -23.200 -1.487 16.820
Cl -24.296 -0.869 15.551
H -21.507 -0.744 15.779
H -21.132 -1.966 17.008
H -23.211 -0.719 17.596
H -23.626 -2.350 17.332
Cl -19.106 -3.249 11.434
C -18.909 -3.968 13.031
C -17.806 -5.005 13.057
Cl -18.195 -6.402 12.003
H -19.873 -4.358 13.348
H -18.671 -3.190 13.754
H -17.759 -5.460 14.046
H -16.800 -4.716 12.771
Cl -17.949 2.223 10.909
C -18.821 2.845 12.304
C -18.002 3.849 13.095
Cl -17.700 5.322 12.112
H -19.173 2.002 12.899
H -19.761 3.291 11.982
H -17.013 3.488 13.367
H -18.543 4.170 13.982
C -14.786 2.435 15.530
O -15.432 3.581 15.008
H -14.642 2.570 16.607
H -15.427 1.551 15.460
H -13.800 2.271 15.092
H -16.300 3.682 15.488
C -22.714 2.119 15.439
O -22.160 3.375 15.751
C -21.146 3.753 14.840
C -20.853 5.212 15.131
N -20.193 5.325 16.403
C -20.065 6.654 16.941
C -21.290 7.151 17.692
O -21.503 6.421 18.884
C -22.637 6.865 19.553
H -23.321 1.851 16.300
H -21.933 1.368 15.262
H -23.293 2.171 14.506
H -21.553 3.631 13.823
H -20.269 3.100 14.941
H -21.767 5.810 15.107
H -20.224 5.661 14.333
H -19.306 4.834 16.445
H -19.941 7.395 16.125
H -19.170 6.659 17.564
H -22.158 7.035 17.031
H -21.135 8.203 17.967
H -22.658 7.930 19.847
H -22.828 6.250 20.427
H -23.508 6.839 18.877
C -10.847 5.045 11.491
O -11.807 4.271 12.177
C -12.891 3.914 11.336
C -13.876 3.028 12.089
N -13.230 1.836 12.590
C -14.116 1.118 13.508
C -15.315 0.472 12.874
O -15.054 -0.494 11.884
C -16.263 -1.066 11.430
H -10.011 5.113 12.191
H -11.297 6.008 11.235
H -10.438 4.513 10.621
H -12.534 3.485 10.390
H -13.454 4.805 11.021
H -14.773 2.884 11.483
H -14.196 3.730 12.883
H -12.428 2.219 13.080
H -14.477 1.791 14.300
H -13.560 0.374 14.086
H -16.053 1.244 12.615
H -15.879 -0.035 13.674
H -16.946 -1.436 12.201
H -16.006 -1.885 10.759
H -16.826 -0.325 10.853
C -17.976 2.214 21.744
O -17.342 1.714 20.581
C -16.065 1.202 20.883
C -15.389 0.623 19.675
N -16.251 -0.330 18.942
C -15.634 -0.849 17.716
C -14.569 -1.933 17.920
O -13.328 -1.330 18.238
C -12.218 -2.212 18.186
H -18.754 2.892 21.402
H -17.265 2.719 22.403
H -18.471 1.424 22.316
H -16.085 0.492 21.717
H -15.376 2.013 21.161
H -14.524 0.050 20.042
H -15.000 1.393 19.011
H -16.218 -1.060 19.655
H -15.219 -0.026 17.137
H -16.443 -1.320 17.153
H -14.542 -2.600 17.050
H -14.856 -2.553 18.782
H -12.337 -3.015 18.924
H -11.351 -1.594 18.393
H -12.237 -2.671 17.191
```

Summary:
- HOMO level: -0.72 eV
- Kohn-Sham gap: 5.49 eV
- LUMO energy: 0.175 hartree
- Net charge: -3

Mulliken population analysis, charges in e, atoms 1 to 8:
1. Hf 2.185
2. S 1.404
3. O -0.733
4. O -0.769
5. O -0.790
6. O -0.774
7. S 1.564
8. O -0.846



We obtain calculated total energy values of -13254.1013, -112400.1099, -5781.2583, -210622.7366 eV for the records listed above, in that order.